99
Properties=species:S:1:pos:R:3:forces:R:3 method="wB97M-V/def2-TZVPD" total_charge=-1 e_homo_ev=-4.1 energy_ha=-43379.9664 homo_lumo_gap_ha=0.2018
C 2.5153 -3.9176 -3.2385 -0.1 0.0 -0.1
C 2.5792 -2.4255 -2.9441 0.0 0.0 0.1
C 3.2405 -1.6254 -4.0748 0.0 -0.1 0.0
C 2.2805 -1.0628 -5.1551 0.1 0.1 0.1
O 1.0111 -1.6598 -5.1588 0.3 0.0 0.1
Al -0.4228 -0.6516 -5.0197 -0.3 0.2 0.1
Cl -0.3214 0.8260 -6.6540 0.1 0.0 -0.1
C -2.0885 -1.7049 -5.1416 0.0 0.0 0.0
C -2.4398 -2.6231 -3.9552 0.0 0.0 0.0
C -3.4086 -3.7281 -4.3745 -0.1 -0.1 0.0
C -1.1700 -3.2404 -3.3621 -0.3 -0.1 -0.1
P -0.4777 0.4958 -2.9036 -0.1 0.1 0.0
N -0.6559 2.1575 -3.3321 0.3 0.0 0.4
O 1.1085 0.3689 -2.2911 0.3 0.0 -0.3
H 1.8954 -4.4469 -2.5093 0.0 0.0 0.0
H 3.5108 -4.3720 -3.2256 0.0 0.0 -0.1
H 2.0782 -4.0791 -4.2234 0.0 -0.1 0.0
H 3.1385 -2.2643 -2.0170 0.0 0.0 0.0
H 1.5726 -2.0519 -2.7631 0.1 0.0 0.0
H 3.8117 -0.7936 -3.6479 0.0 0.0 -0.1
H 3.9705 -2.2748 -4.5715 0.0 0.1 0.1
H 2.2056 0.0333 -5.0313 -0.1 -0.1 0.0
H 2.7537 -1.2076 -6.1367 0.0 0.1 0.1
H -2.9193 -1.0111 -5.3238 0.0 -0.1 -0.1
H -1.9934 -2.3213 -6.0508 -0.1 0.0 0.0
H -2.9413 -2.0285 -3.1825 0.1 0.1 0.0
H -4.2945 -3.3056 -4.8560 0.0 0.0 0.0
H -2.9289 -4.4014 -5.0935 0.0 0.0 0.0
H -3.7415 -4.3338 -3.5236 0.0 0.0 0.0
H -0.6212 -2.5462 -2.7236 0.0 0.1 -0.1
H -0.5336 -3.5272 -4.1998 0.2 -0.2 0.2
H -1.3945 -4.1259 -2.7561 0.0 0.0 -0.1
H 0.1531 2.5713 -3.7848 -0.2 0.0 -0.3
H -0.8641 2.7155 -2.5112 -0.1 0.1 -0.1
H 1.7431 0.3245 -3.0219 -0.1 0.0 0.3
Br 2.8570 4.8425 -0.7536 0.0 0.0 0.0
C 3.1078 2.9134 -0.7209 0.0 0.0 -0.1
C 4.1489 2.4528 -1.7069 0.0 0.0 0.0
Br 3.5363 2.5421 -3.5502 0.0 0.1 0.0
H 2.1416 2.4609 -0.9121 0.0 0.0 -0.1
H 3.4206 2.6735 0.2932 0.0 0.0 0.0
H 4.3898 1.4084 -1.5207 0.0 0.0 0.0
H 5.0504 3.0565 -1.6631 0.0 0.0 0.0
Br -1.2692 3.7258 2.8841 -0.1 0.0 0.0
C -0.9021 1.8230 3.0580 0.0 0.0 0.0
C 0.3022 1.4236 2.2457 0.1 0.0 0.0
Br -0.0544 1.3645 0.3401 -0.2 -0.1 0.3
H -1.7991 1.3012 2.7386 0.0 0.0 0.0
H -0.7255 1.6449 4.1166 0.0 0.0 0.0
H 0.6154 0.4175 2.5194 0.0 0.0 0.0
H 1.1237 2.1176 2.4052 0.0 0.0 0.0
Br -2.9123 7.1385 3.5879 0.0 0.0 0.0
C -1.1958 7.2054 4.4941 0.0 -0.1 0.0
C -0.1806 8.0271 3.7434 0.0 0.0 -0.1
Br 0.4774 7.1268 2.1547 0.0 0.0 0.0
H -0.8743 6.1736 4.6071 0.0 0.0 0.0
H -1.3827 7.6448 5.4714 0.0 0.0 0.0
H 0.6871 8.1961 4.3771 0.0 0.0 0.0
H -0.5937 8.9765 3.4157 0.0 0.0 0.0
Br -3.7211 -4.1295 0.6094 -0.1 0.0 0.0
C -2.2079 -5.2498 0.1390 0.0 0.0 0.1
C -1.0013 -4.9468 0.9903 0.0 0.0 0.0
Br -0.1979 -3.2434 0.5436 0.0 0.1 0.0
H -2.0244 -5.0749 -0.9165 0.0 0.0 0.0
H -2.5261 -6.2776 0.2986 0.0 0.0 0.0
H -0.2382 -5.7052 0.8282 0.0 0.0 0.0
H -1.2587 -4.9021 2.0451 0.0 -0.1 0.0
Br -4.4157 -6.1867 4.3830 0.0 0.0 0.0
C -5.0775 -4.5544 5.2013 0.0 0.0 0.0
C -4.7420 -3.3262 4.3959 0.0 0.0 -0.1
Br -2.8647 -2.8705 4.5227 0.1 0.0 0.0
H -4.6387 -4.5123 6.1936 0.0 0.0 0.0
H -6.1561 -4.6714 5.2771 0.0 0.0 0.0
H -5.2917 -2.4702 4.7810 0.0 0.0 0.0
H -4.9552 -3.4585 3.3389 0.0 0.0 0.0
Br 1.2844 9.5850 7.2864 0.0 0.0 0.0
C 3.1840 9.8136 6.9426 0.0 0.0 0.0
C 3.5251 9.5811 5.4937 -0.1 0.0 0.0
Br 3.4454 7.7046 5.0158 0.0 0.0 0.0
H 3.7002 9.1173 7.5958 0.0 0.0 0.0
H 3.4208 10.8356 7.2285 0.0 0.0 0.0
H 4.5409 9.9082 5.2852 0.0 0.0 0.0
H 2.8338 10.0979 4.8342 0.0 0.0 0.0
Br -0.0747 -1.9145 7.0863 0.0 0.0 0.0
C -1.4163 -0.7359 7.8421 0.0 0.0 0.0
C -2.1135 -1.3438 9.0320 0.0 0.0 0.0
Br -3.3927 -2.7145 8.5279 0.0 0.0 0.0
H -2.1094 -0.5000 7.0397 0.0 0.0 0.0
H -0.8854 0.1625 8.1486 0.0 0.0 0.0
H -2.6874 -0.5845 9.5578 0.0 0.0 0.0
H -1.4107 -1.8122 9.7138 0.0 0.0 0.0
Br 3.7615 -3.6995 -7.0036 0.1 -0.2 -0.1
C 2.2568 -3.7844 -8.2282 -0.1 -0.1 -0.1
C 0.9273 -3.5618 -7.5605 0.0 0.2 0.0
Br 0.3963 -5.0636 -6.4575 0.0 -0.2 -0.1
H 2.3112 -4.7640 -8.6941 0.0 0.0 -0.1
H 2.4299 -3.0108 -8.9730 0.0 0.0 0.0
H 0.1599 -3.4529 -8.3243 0.0 0.0 0.0
H 0.9102 -2.7033 -6.8868 0.1 0.0 0.0

---

81
Properties=species:S:1:pos:R:3:forces:R:3 method="wB97M-V/def2-TZVPD" total_charge=+2 e_homo_ev=-10.2 energy_ha=-1349.3607 homo_lumo_gap_ha=0.0619
C 11.8031 -2.2078 0.5344 0.0 0.1 0.0
C 10.3055 -1.9445 0.6303 0.0 0.0 0.0
C 9.6516 -1.7556 -0.7437 0.1 0.0 -0.1
C 9.6956 -0.3076 -1.2699 0.1 -0.1 -0.2
C 8.3822 0.2964 -1.7830 0.1 0.3 0.3
C 7.1402 -0.0463 -0.9714 -0.4 -0.3 -0.6
C 5.8723 0.6910 -1.4190 0.1 0.3 -0.2
C 5.4609 1.8966 -0.5647 0.2 0.3 -0.2
C 4.4186 1.6161 0.5096 -0.2 0.1 -0.8
C 3.1023 1.0417 -0.0192 -0.3 0.2 0.2
C 1.9926 2.1068 -0.0110 0.2 0.1 -0.1
C 1.4597 2.4175 1.3904 0.1 -0.2 0.1
C 0.2915 1.5495 1.8800 -0.1 0.2 0.0
C -0.8480 1.3352 0.8741 0.0 -0.2 0.0
C -2.2229 1.4052 1.5379 -0.1 0.3 0.1
C -3.3926 0.9978 0.6201 0.1 -0.2 0.1
C -4.1596 -0.2617 1.0773 0.0 0.2 0.0
C -5.5866 0.0178 1.5343 -0.1 -0.1 0.3
Al -6.7231 -0.3545 -0.1413 0.0 0.3 -0.5
C -8.4249 0.5944 0.5928 0.1 0.3 0.5
C -9.4539 0.0447 -0.3679 0.0 -0.1 -0.1
C -9.4148 0.5099 -1.8196 -0.1 0.1 0.0
C -10.4507 -0.1916 -2.7019 -0.2 -0.1 0.0
O -11.5830 0.6441 -2.8699 0.0 0.1 0.0
C -6.7836 -2.4173 -0.4242 -0.1 -0.1 0.2
N -7.1219 -2.9566 0.8236 0.4 -0.8 -0.4
C -6.0351 -3.3228 1.7252 0.1 0.1 0.1
H 12.3128 -1.3966 0.0110 0.0 0.0 0.0
H 12.2556 -2.3065 1.5203 0.0 0.0 0.0
H 11.9964 -3.1298 -0.0150 0.0 0.0 0.0
H 10.1362 -1.0510 1.2422 -0.1 0.0 0.0
H 9.8331 -2.7813 1.1517 0.0 0.0 0.0
H 8.6315 -2.1458 -0.7135 0.0 0.1 0.0
H 10.1846 -2.3897 -1.4550 -0.1 -0.1 0.0
H 10.4008 -0.2629 -2.1001 0.1 0.1 0.0
H 10.1106 0.3538 -0.5046 -0.1 -0.1 0.1
H 8.4897 1.3853 -1.7636 0.0 0.0 -0.1
H 8.1882 0.0377 -2.8259 0.0 -0.2 0.0
H 7.3837 0.0940 0.0965 0.8 0.5 -0.2
H 6.9322 -1.1193 -1.0961 0.2 -0.2 0.2
H 6.0722 1.0517 -2.4304 -0.2 -0.1 -0.1
H 5.0446 -0.0227 -1.5307 0.0 0.0 0.0
H 5.0575 2.6712 -1.2200 0.0 0.1 0.1
H 6.3631 2.3151 -0.1046 -0.1 0.2 0.0
H 4.8259 0.9037 1.2381 -2.0 4.3 0.6
H 4.2396 2.5190 1.0913 0.0 -0.1 0.1
H 3.2210 0.6615 -1.0327 0.0 -0.1 0.0
H 2.7669 0.2082 0.6196 0.0 -0.1 -0.2
H 2.4109 3.0157 -0.4524 0.0 0.0 0.0
H 1.1914 1.7950 -0.6808 0.0 0.0 0.0
H 1.1794 3.4688 1.4668 -0.1 0.0 -0.2
H 2.2859 2.2872 2.0979 0.0 0.1 0.1
H 0.6576 0.5897 2.2537 0.0 -0.1 -0.1
H -0.1323 2.0581 2.7500 0.1 0.0 0.1
H -0.8034 2.0838 0.0783 0.0 0.0 0.0
H -0.7439 0.3594 0.3887 0.1 0.0 -0.1
H -2.2153 0.8037 2.4518 0.0 -0.1 0.0
H -2.3782 2.4360 1.8649 0.0 0.0 0.1
H -4.0946 1.8293 0.5483 0.0 0.0 -0.1
H -2.9999 0.8265 -0.3834 -0.1 0.1 0.0
H -4.1083 -1.0214 0.2876 0.0 0.0 0.1
H -3.6670 -0.7216 1.9443 0.1 -0.1 -0.1
H -5.9632 -0.5725 2.3642 0.0 -0.1 -0.1
H -5.7914 1.0699 1.7256 0.0 0.0 -0.1
H -6.3559 0.2242 -1.5707 -0.1 -0.1 -0.1
H -8.3157 1.6763 0.6031 0.1 0.0 -0.2
H -8.5208 0.2362 1.6152 -0.1 -0.1 0.0
H -10.3972 0.4163 0.0748 -0.1 -0.2 0.0
H -9.5223 -1.0473 -0.3045 0.0 0.0 0.0
H -9.6549 1.5737 -1.8499 0.2 0.0 -0.1
H -8.4138 0.3787 -2.2376 0.0 0.0 0.0
H -10.7836 -1.1196 -2.2214 0.1 0.0 0.0
H -10.0137 -0.4694 -3.6620 0.0 0.1 0.0
H -11.7870 0.7574 -3.8034 0.0 -0.1 0.1
H -5.8896 -2.7892 -0.9343 0.2 0.2 0.2
H -7.6482 -2.4600 -1.0911 0.1 0.0 -0.1
H -7.7539 -3.7467 0.7211 -0.6 0.4 0.3
H -6.2402 -2.9791 2.7396 0.0 0.0 0.0
H -5.9175 -4.4066 1.7578 0.0 0.0 0.0
H -5.0986 -2.8827 1.3901 0.0 0.0 0.0
La 5.6629 -0.6638 1.2657 1.6 -5.4 1.0